Entry 1:
Here is a cluster of 9 separate species, C26H56N4O19 in total from the OMol25 dataset. Energies are from the ωB97M-V functional and the def2-TZVPD basis.

- SMILES string = COC(=O)OC.COC(=O)OC.COC(=O)OC.COC(=O)OC.COC(=O)OC.CNC(C)=O.CNC(C)=O.CNC(C)=O.CC(N)=O
- orbital gap (eV) = 9.0

The geometry in ORCA input format:
```
! wB97M-V def2-TZVPD RIJCOSX def2/J DEFGRID3
* xyz 0 1
O 3.35497 -4.64148 2.01723
O 1.91306 1.55965 -4.28822
O 2.66729 1.73105 1.17519
O -1.02402 3.84187 3.31669
O -3.43943 0.28182 -5.37807
O -0.51707 5.25849 1.63222
O -2.16303 -1.51182 -4.95977
O -9.34642 3.16371 -2.61544
O -1.32427 1.25470 -0.27073
O -8.25097 2.37484 -0.93202
O -0.05846 5.83576 3.64264
O -3.00865 0.31839 0.90054
O 1.74085 -0.41578 5.48510
O 4.72083 -6.25133 2.27323
O 4.99004 -4.92766 0.48581
O 4.64295 -0.29908 -1.81826
O -8.54225 1.06337 -2.73288
O -3.64176 -0.86131 -3.47305
O -1.02943 -0.44734 1.16497
N 0.10380 -1.64326 4.54882
N 5.54156 -2.31067 -1.22998
N -0.03182 2.11624 -3.29577
N 4.79455 1.04768 0.95638
C 5.94675 -6.92158 1.98365
C 3.67769 0.92459 3.15873
C 0.37270 -0.43198 0.85348
C -1.53547 -1.35519 -6.23976
C -9.75781 3.09267 -3.97730
C -0.72653 2.19764 -4.55710
C -7.71297 1.26217 -0.24835
C 1.87167 1.63622 -1.88558
C -0.25276 5.67218 5.03551
C 4.53976 -1.51048 -1.66150
C -1.74754 0.44732 0.51030
C 1.29162 1.78362 -3.26952
C 2.68288 -3.72398 1.17238
C -3.88659 1.31241 0.39156
C 3.21059 -2.18172 -1.96699
C 6.74587 -1.75585 -0.67653
C -3.20192 -2.02539 -2.74319
C 3.68225 1.28364 1.69351
C 4.41102 -5.23823 1.49963
C -8.70363 2.09550 -2.15604
C -0.58211 4.88234 2.89305
C -3.10324 -0.61125 -4.65840
C 2.30775 -2.65665 4.89783
C -1.22326 4.40254 0.72119
C 1.37670 -1.46759 4.97774
C -0.86019 -0.56416 4.68275
H 6.62498 -0.67683 -0.60374
H -1.57619 -0.31038 -6.53202
H -1.76536 2.46859 -4.42619
H -0.14616 2.85372 -5.20475
H 0.27318 6.47228 5.54332
H 1.18840 2.02176 -1.12367
H -1.23184 4.90633 -0.23639
H -0.10675 -2.38003 3.90000
H 5.68307 0.73970 1.30242
H -2.02149 -1.96608 -6.99842
H -2.24500 4.25276 1.06813
H -1.31672 5.74415 5.29562
H 2.57840 -4.15732 0.17637
H 3.33402 -3.18293 -2.38966
H -0.70910 3.44614 0.69527
H 4.24379 1.62257 3.77963
H 5.39711 -3.30575 -1.20185
H 0.06388 4.69557 5.40300
H 1.71158 -3.48339 1.58367
H -8.95109 2.72475 -4.60864
H -0.57153 1.86688 -2.48048
H 6.63658 -6.27091 1.45051
H 3.08618 -2.52982 5.64328
H 0.56649 -0.95439 -0.08332
H -8.37298 0.38621 -0.30860
H -3.72535 -1.97135 -1.80066
H 4.29581 0.02110 3.27666
H -10.02832 4.10081 -4.27278
H -1.85819 -0.95623 4.48870
H 2.00197 0.59440 -1.60644
H -0.80421 -0.08898 5.65207
H 2.66256 0.77927 3.49299
H -0.70503 0.18089 3.89383
H 6.99562 -2.15772 0.30302
H -10.62363 2.43991 -4.08470
H 2.81272 -2.71398 3.93216
H 3.28829 -2.81837 1.07171
H -6.81745 0.88410 -0.75196
H -2.12479 -1.97910 -2.59255
H 2.77521 2.22205 -1.75264
H 1.77824 -3.59221 5.08193
H 5.75300 -7.82521 1.40754
H -0.66815 1.23451 -5.08283
H 4.72169 1.11810 -0.05107
H -0.51255 -1.69376 -6.10246
H -3.44010 -2.91332 -3.32153
H 7.59047 -1.87543 -1.36179
H -4.84061 1.18183 0.90415
H 6.39914 -7.20852 2.93056
H 0.77626 0.57659 0.77598
H 2.65066 -1.54566 -2.64297
H -7.53885 1.42635 0.80770
H 2.65457 -2.30429 -1.03582
H -4.06637 1.37268 -0.67877
H 0.88829 -0.86503 1.70974
H -3.57992 2.30638 0.73103
*
```

Mulliken population analysis, charges in e, atoms 1 to 99: atom 1 (O): -0.36, atom 2 (O): -0.67, atom 3 (O): -0.56, atom 4 (O): -0.57, atom 5 (O): -0.56, atom 6 (O): -0.36, atom 7 (O): -0.37, atom 8 (O): -0.34, atom 9 (O): -0.30, atom 10 (O): -0.32, atom 11 (O): -0.35, atom 12 (O): -0.50, atom 13 (O): -0.65, atom 14 (O): -0.36, atom 15 (O): -0.61, atom 16 (O): -0.66, atom 17 (O): -0.54, atom 18 (O): -0.26, atom 19 (O): -0.46, atom 20 (N): -0.12, atom 21 (N): -0.04, atom 22 (N): -0.08, atom 23 (N): -0.29, atom 24 (C): -0.68, atom 25 (C): -0.95, atom 26 (C): 0.16, atom 27 (C): -0.69, atom 28 (C): -0.64, atom 29 (C): -0.90, atom 30 (C): -0.53, atom 31 (C): 0.48, atom 32 (C): -0.64, atom 33 (C): 0.80, atom 34 (C): 0.81, atom 35 (C): 0.22, atom 36 (C): -0.77, atom 37 (C): -0.30, atom 38 (C): -0.61, atom 39 (C): -0.90, atom 40 (C): -0.61, atom 41 (C): 0.61, atom 42 (C): 0.77, atom 43 (C): 0.80, atom 44 (C): 0.83, atom 45 (C): 0.82, atom 46 (C): -0.97, atom 47 (C): -0.39, atom 48 (C): 0.77, atom 49 (C): -0.79, atom 50 (H): 0.25, atom 51 (H): 0.34, atom 52 (H): 0.35, atom 53 (H): 0.33, atom 54 (H): 0.23, atom 55 (H): -0.18, atom 56 (H): 0.30, atom 57 (H): 0.24, atom 58 (H): 0.18, atom 59 (H): 0.25, atom 60 (H): 0.26, atom 61 (H): 0.30, atom 62 (H): 0.64, atom 63 (H): 0.46, atom 64 (H): 0.06, atom 65 (H): 0.38, atom 66 (H): 0.19, atom 67 (H): 0.27, atom 68 (H): 0.28, atom 69 (H): 0.32, atom 70 (H): 0.23, atom 71 (H): 0.34, atom 72 (H): 0.36, atom 73 (H): 0.23, atom 74 (H): 0.33, atom 75 (H): 0.23, atom 76 (H): 0.34, atom 77 (H): 0.22, atom 78 (H): 0.37, atom 79 (H): -0.33, atom 80 (H): 0.28, atom 81 (H): 0.12, atom 82 (H): 0.18, atom 83 (H): 0.27, atom 84 (H): 0.28, atom 85 (H): -0.03, atom 86 (H): 0.20, atom 87 (H): 0.11, atom 88 (H): 0.23, atom 89 (H): 0.35, atom 90 (H): 0.38, atom 91 (H): 0.27, atom 92 (H): 0.19, atom 93 (H): 0.16, atom 94 (H): 0.26, atom 95 (H): 0.35, atom 96 (H): 0.33, atom 97 (H): 0.19, atom 98 (H): 0.25, atom 99 (H): -0.06

=====

Entry 2:
Here is a structure of composition C36H46F5NO3ReS2Si3 from the OMol25 dataset. Energies are from the ωB97M-V functional and the def2-TZVPD basis.

- expectation value of S² = 3.77
- relative energy (zero: lowest compared OMol25 entry of this formula, charge and spin) (kcal per mole) = 19.7
- orbital gap (alpha / beta) (eV) = 8.2 / 7.9

The geometry in ORCA input format:
```
! wB97M-V def2-TZVPD RIJCOSX def2/J DEFGRID3
* xyz 2 4
Re -0.30867 -0.16243 -0.10657
S 1.70454 0.36677 2.52688
S 2.55250 -0.09510 -2.35100
Si -3.76619 -0.17402 -0.13240
Si -1.92539 1.87618 -1.61986
Si -2.31875 2.05061 1.50340
F 0.51480 -2.83713 0.09126
F 1.58788 -5.17659 4.02751
F 0.26077 -3.31034 5.48148
F -0.92914 -1.22415 4.26523
F 1.71570 -4.92092 1.31098
O -0.89157 -0.95005 1.56798
O 1.29591 0.47896 1.02075
O 1.34883 -0.09489 -1.40567
N -1.08672 -0.70921 -1.99407
C 1.05711 -4.03484 2.04854
C -0.30775 -2.14067 3.53549
C -3.14097 1.23413 2.96615
C -3.25771 3.59735 1.01507
C 2.95561 2.72769 1.81890
C -0.25955 -1.99345 2.14971
C 2.56819 -1.41968 -4.66940
C -1.57006 0.24778 -4.09976
C 2.42053 -3.80372 -4.92367
C -4.08254 -1.02481 -1.78038
C 3.47317 3.34361 4.49361
C 0.99369 -4.16334 3.42503
C 2.34083 -3.95831 -3.54092
C -1.04672 -2.08356 -3.92537
C -0.45685 3.03675 -1.55948
C 2.53526 -2.54278 -5.48728
C 3.62332 3.89670 2.14975
C 2.38312 -2.84979 -2.71477
C 3.88692 4.19802 3.48050
C -3.84365 -1.52999 1.16139
C -1.37285 -0.98259 -4.70722
C 3.61889 -1.22317 0.00309
C 2.79262 2.17633 4.18097
C -0.65370 2.67558 2.10607
C -3.38626 2.70464 -2.41502
C -0.89146 -1.90589 -2.56882
C 0.30944 -3.20838 4.16584
C 4.05019 -0.53519 1.30796
C 2.49837 -1.58814 -3.29281
C 3.09893 -0.79288 2.47282
C -1.45280 0.37461 -2.72275
C -5.25436 0.95282 0.04568
C -2.12559 0.89094 -0.02987
C 3.95377 -0.37725 -1.23297
C 0.43282 -2.96224 1.44019
C 2.56112 1.88114 2.84429
H -4.86055 -1.58388 1.55971
H -0.79213 3.67121 2.53703
H 2.25569 -4.94760 -3.11020
H -5.37756 1.42052 1.02058
H 0.46781 2.53391 -1.25498
H -2.99671 1.90293 3.82118
H 4.73728 -0.79047 -1.87068
H -6.13021 0.31748 -0.11958
H 3.57649 -0.63850 3.44379
H 0.10231 2.76959 1.32554
H 5.05378 -0.84846 1.59568
H 2.72000 2.49183 0.78847
H 2.43820 1.52056 4.96962
H -0.27769 3.47263 -2.54606
H -1.85190 1.11066 -4.69031
H -0.90713 -3.06522 -4.35661
H -0.26913 2.03872 2.90672
H 2.31786 -2.96882 -1.64338
H -3.62588 -2.50067 0.70639
H -3.47094 -1.91136 -1.95034
H -2.68866 0.27871 3.22678
H 3.66516 3.59200 5.52871
H 3.93502 4.57749 1.36852
H -5.11933 -1.37124 -1.71522
H -3.17345 -1.38457 2.00340
H -0.61422 -2.72173 -1.91637
H 4.25946 0.63152 -0.95112
H 2.54036 -1.36686 0.03591
H -5.28282 1.73528 -0.71454
H -1.48951 -1.09099 -5.77854
H -4.02630 -0.38548 -2.66244
H 4.06543 -2.21370 -0.07745
H -0.62911 3.85785 -0.85953
H 4.11400 0.54412 1.15736
H 2.64494 -0.42804 -5.10066
H -2.71788 4.19717 0.27614
H -3.06577 3.17288 -3.35042
H -3.79775 3.49299 -1.78290
H 4.40893 5.11229 3.73028
H -4.27025 3.43312 0.65267
H -4.18757 2.00201 -2.64523
H -3.32885 4.21682 1.91536
H -4.21480 1.08885 2.85441
H 2.59966 -2.42930 -6.56130
H 2.66030 -1.79421 2.46969
H 2.39782 -4.67714 -5.56255
*
```

Computed Mulliken charges, given in elementary charges: atom 1 (Re): 1.05, atom 2 (S): 0.49, atom 3 (S): 0.01, atom 4 (Si): 0.64, atom 5 (Si): -0.35, atom 6 (Si): 0.63, atom 7 (F): 0.01, atom 8 (F): -0.29, atom 9 (F): -0.29, atom 10 (F): -0.33, atom 11 (F): -0.32, atom 12 (O): -0.30, atom 13 (O): -0.61, atom 14 (O): 0.04, atom 15 (N): 0.89, atom 16 (C): -0.08, atom 17 (C): 0.21, atom 18 (C): -1.00, atom 19 (C): -1.23, atom 20 (C): -0.27, atom 21 (C): -0.44, atom 22 (C): -0.69, atom 23 (C): -0.93, atom 24 (C): -0.60, atom 25 (C): -1.23, atom 26 (C): -0.81, atom 27 (C): 0.59, atom 28 (C): -0.92, atom 29 (C): -0.81, atom 30 (C): -0.77, atom 31 (C): -0.69, atom 32 (C): -0.99, atom 33 (C): -0.08, atom 34 (C): -0.59, atom 35 (C): -0.89, atom 36 (C): -0.76, atom 37 (C): 0.94, atom 38 (C): -0.80, atom 39 (C): -0.85, atom 40 (C): -1.20, atom 41 (C): -0.57, atom 42 (C): 0.43, atom 43 (C): -1.67, atom 44 (C): 0.77, atom 45 (C): -0.66, atom 46 (C): 0.43, atom 47 (C): -1.19, atom 48 (C): 0.75, atom 49 (C): -1.03, atom 50 (C): -0.08, atom 51 (C): 0.93, atom 52 (H): 0.49, atom 53 (H): 0.75, atom 54 (H): 0.49, atom 55 (H): 0.34, atom 56 (H): -0.06, atom 57 (H): 0.50, atom 58 (H): 0.54, atom 59 (H): 0.45, atom 60 (H): 0.83, atom 61 (H): -0.05, atom 62 (H): 0.62, atom 63 (H): 0.27, atom 64 (H): 0.54, atom 65 (H): 0.57, atom 66 (H): 0.58, atom 67 (H): 0.57, atom 68 (H): 0.18, atom 69 (H): 0.38, atom 70 (H): 0.35, atom 71 (H): 0.28, atom 72 (H): 0.12, atom 73 (H): 0.46, atom 74 (H): 0.46, atom 75 (H): 0.58, atom 76 (H): 0.00, atom 77 (H): 0.57, atom 78 (H): 0.57, atom 79 (H): -1.06, atom 80 (H): 0.29, atom 81 (H): 0.52, atom 82 (H): 0.31, atom 83 (H): 0.76, atom 84 (H): 0.33, atom 85 (H): 0.43, atom 86 (H): 0.48, atom 87 (H): 0.31, atom 88 (H): 0.49, atom 89 (H): 0.42, atom 90 (H): 0.43, atom 91 (H): 0.37, atom 92 (H): 0.33, atom 93 (H): 0.43, atom 94 (H): 0.36, atom 95 (H): 0.45, atom 96 (H): 0.02, atom 97 (H): 0.45

=====

Entry 3:
Here is the ion C6H12P with charge +1 from the OMol25 dataset. Energies are from the ωB97M-V functional and the def2-TZVPD basis.

- relative energy (zero: lowest compared OMol25 entry of this formula, charge and spin) (kcal per mole) = 68.5
- orbital gap (eV) = 10.3

The geometry in ORCA input format:
```
! wB97M-V def2-TZVPD RIJCOSX def2/J DEFGRID3
* xyz 1 1
P 0.39496 0.05257 0.09247
C -1.44761 0.27518 -0.06426
C -2.69717 0.81574 -0.32951
C 0.79769 -0.95592 -1.35433
C 1.13105 1.82703 -0.11163
C 0.94495 -0.63616 1.59227
C -2.75822 -0.66936 -0.13538
H 0.43291 -1.61996 1.83437
H 0.35667 -1.91156 -1.19820
H 0.39645 -0.40632 -2.28005
H 1.99901 -0.77173 1.66280
H 2.21311 1.76367 -0.07520
H -3.37905 1.53929 -0.53073
H 0.76512 2.38666 -1.04087
H -3.14675 -0.93803 0.77334
H 1.82764 -1.17822 -1.48472
H -2.85159 -1.32050 -1.07306
H 0.63975 2.37624 0.65406
H 0.70630 -0.14398 2.54567
*
```

Computed Mulliken charges, given in elementary charges: atom 1 (P): 1.18, atom 2 (C): -0.31, atom 3 (C): -0.36, atom 4 (C): -1.17, atom 5 (C): -1.11, atom 6 (C): -1.13, atom 7 (C): -0.51, atom 8 (H): 0.36, atom 9 (H): 0.41, atom 10 (H): 0.34, atom 11 (H): 0.41, atom 12 (H): 0.39, atom 13 (H): 0.47, atom 14 (H): 0.34, atom 15 (H): 0.28, atom 16 (H): 0.42, atom 17 (H): 0.23, atom 18 (H): 0.39, atom 19 (H): 0.37

=====

| no. | E_tot (Eh) |
| --- | --- |
| 1 | -2672.95850 |
| 2 | -3921.85773 |
| 3 | -576.80385 |